No. 1
This record from OMol25 describes a structure of composition C45H53BCaIN9P2Se3Si in a non-equilibrium geometry. The level of theory is ωB97M-V/def2-TZVPD.

Computed properties:
- total energy (eV) = -310655.8838
- F_max (eV/Å) = 2.8
- total charge = -2
- orbital gap (eV) = 6.0761
- spin multiplicity = 1

Structure (XYZ):
```
116
C45H53BCaIN9P2Se3Si | OMol25 | ωB97M-V/def2-TZVPD
Ca 1.49 -1.24 -0.07
C 0.80 2.50 -1.37
C 2.04 2.38 -0.59
C 3.03 3.35 -0.21
C 3.97 2.70 0.55
C 5.12 3.17 1.36
N 3.59 1.42 0.58
N 2.45 1.22 -0.11
B 4.36 0.28 1.36
N 3.45 -0.37 2.47
N 2.18 -0.82 2.27
C 1.72 -1.14 3.45
C 0.33 -1.62 3.69
C 2.70 -0.96 4.47
C 3.79 -0.50 3.78
C 5.06 0.03 4.36
N 4.80 -0.96 0.45
N 3.95 -1.83 -0.16
C 4.67 -2.70 -0.88
C 3.88 -3.72 -1.61
C 6.04 -2.46 -0.67
C 6.09 -1.32 0.14
C 7.34 -0.54 0.33
H 0.71 3.54 -1.73
H 0.78 1.78 -2.15
H -0.09 2.30 -0.75
H 2.96 4.40 -0.46
H 5.36 4.25 1.21
H 4.93 3.13 2.47
H 6.04 2.54 1.20
H 5.38 0.71 1.82
H 0.10 -2.36 2.94
H 0.22 -2.08 4.69
H -0.39 -0.87 3.58
H 2.71 -1.26 5.47
H 5.20 -0.25 5.40
H 5.95 -0.39 3.78
H 5.01 1.12 4.35
H 3.15 -3.22 -2.18
H 4.49 -4.37 -2.27
H 3.33 -4.38 -0.91
H 6.90 -2.90 -1.19
H 8.11 -0.80 -0.39
H 7.22 0.49 0.20
H 7.78 -0.71 1.32
Se -6.12 0.74 1.62
P -4.26 1.67 1.08
C -4.04 3.20 2.08
C -4.71 4.35 1.60
C -4.73 5.49 2.37
C -4.12 5.56 3.60
C -3.41 4.46 4.07
C -3.36 3.28 3.28
C -4.32 2.45 -0.59
C -3.19 2.97 -1.16
C -3.29 3.63 -2.38
C -4.49 3.93 -2.94
C -5.63 3.34 -2.39
C -5.55 2.67 -1.19
C -2.72 0.89 1.18
C -2.15 -0.20 0.50
N -0.82 -0.14 0.70
N -0.58 0.96 1.42
N -1.69 1.58 1.73
P -2.48 -1.61 -0.56
Se 0.88 -4.17 0.75
C -3.27 -2.91 0.53
C -4.04 -2.67 1.68
C -4.48 -3.70 2.46
C -4.18 -5.00 2.15
C -3.35 -5.29 1.07
C -2.95 -4.24 0.24
C -3.88 -1.02 -1.63
C -3.51 -0.26 -2.73
C -4.41 0.27 -3.59
C -5.76 -0.10 -3.44
C -6.17 -0.87 -2.37
C -5.24 -1.32 -1.47
H -5.33 4.34 0.69
H -5.30 6.37 2.07
H -4.29 6.42 4.18
H -2.89 4.54 5.03
H -2.77 2.50 3.62
H -2.22 2.77 -0.73
H -2.31 3.91 -2.80
H -4.45 4.48 -3.94
H -6.60 3.46 -2.84
H -6.42 2.21 -0.81
H -4.34 -1.65 1.94
H -5.23 -3.48 3.23
H -4.67 -5.78 2.73
H -3.06 -6.32 0.85
H -2.39 -4.47 -0.66
H -2.49 0.07 -2.87
H -4.08 0.90 -4.41
H -6.56 0.21 -4.14
H -7.21 -1.19 -2.28
H -5.46 -2.02 -0.65
I 2.47 -6.60 2.48
C 1.59 -4.58 2.53
H 2.36 -3.91 2.96
H 0.75 -4.68 3.24
C 2.35 -2.55 -5.18
Si 2.22 -0.86 -4.36
C 3.89 -0.29 -3.68
C 1.51 0.16 -5.82
Se 0.67 -0.94 -2.83
H 2.89 -2.70 -6.13
H 1.33 -2.88 -5.47
H 2.71 -3.40 -4.58
H 4.59 -0.06 -4.53
H 4.30 -1.07 -3.08
H 3.86 0.57 -3.00
H 2.13 0.25 -6.71
H 1.18 1.15 -5.52
H 0.61 -0.39 -6.15
```

Mulliken atomic charge list, values in e, 99 entries:
1. Ca 0.97
2. C -0.80
3. C 0.45
4. C -1.52
5. C 0.74
6. C -1.25
7. N 0.01
8. N 1.47
9. B -1.18
10. N 0.39
11. N 0.78
12. C 0.30
13. C -1.24
14. C -1.60
15. C 0.94
16. C -1.32
17. N 0.46
18. N 0.65
19. C 0.12
20. C -0.75
21. C -1.35
22. C 1.07
23. C -1.61
24. H 0.38
25. H 0.01
26. H -0.26
27. H 0.42
28. H 0.35
29. H 0.15
30. H 0.11
31. H -0.23
32. H 0.05
33. H 0.29
34. H 0.24
35. H 0.45
36. H 0.39
37. H 0.17
38. H 0.16
39. H -0.16
40. H 0.34
41. H 0.13
42. H 0.35
43. H 0.41
44. H 0.27
45. H 0.24
46. Se -0.49
47. P 0.84
48. C 0.56
49. C -0.40
50. C -0.68
51. C -0.45
52. C -0.83
53. C -0.37
54. C 0.26
55. C -0.32
56. C -0.08
57. C -0.73
58. C -0.58
59. C -0.40
60. C 0.43
61. C -0.71
62. N 0.84
63. N -0.47
64. N -0.39
65. P 0.45
66. Se -0.33
67. C -0.07
68. C 0.21
69. C -0.66
70. C -0.42
71. C -0.70
72. C -0.62
73. C -0.21
74. C -0.41
75. C -0.62
76. C -0.36
77. C -0.76
78. C 0.14
79. H 0.23
80. H 0.34
81. H 0.42
82. H 0.33
83. H 0.63
84. H 0.21
85. H 0.31
86. H 0.22
87. H 0.42
88. H 0.31
89. H 0.12
90. H 0.35
91. H 0.36
92. H 0.35
93. H 0.44
94. H 0.33
95. H 0.48
96. H 0.29
97. H 0.38
98. H 0.38
99. I -0.17

No. 2
This record from OMol25 describes a structure of composition C45H54BiBr4GeN2O4PSi3 in a non-equilibrium geometry. The level of theory is ωB97M-V/def2-TZVPD.

Computed properties:
- total energy (eV) = -434161.2743
- F_max (eV/Å) = 1.5
- total charge = -2
- orbital gap (eV) = 5.7432
- spin multiplicity = 1

Structure (XYZ):
```
115
C45H54BiBr4GeN2O4PSi3 | OMol25 | ωB97M-V/def2-TZVPD
Bi -0.03 -0.09 -0.25
Br 1.29 -6.53 3.24
C 0.48 -4.89 2.73
C -0.68 -4.46 3.34
Br -1.52 -5.51 4.69
C -1.24 -3.24 2.95
Br -2.77 -2.52 3.85
C -0.70 -2.43 1.94
O -1.23 -1.32 1.55
C 0.53 -2.88 1.32
O 1.11 -2.12 0.44
C 1.07 -4.10 1.74
Br 2.67 -4.62 0.86
N 3.46 1.99 -2.20
C 2.63 0.88 -1.69
O 1.46 1.42 -1.20
C 3.44 0.14 -0.60
C 3.11 0.45 0.87
H 2.93 2.48 -2.92
H 4.29 1.60 -2.65
H 4.50 0.36 -0.76
H 3.32 -0.93 -0.76
H 3.99 0.79 1.41
H 2.78 -0.48 1.34
C -5.00 -5.35 0.43
C -4.68 -5.40 -0.92
C -3.88 -4.42 -1.49
C -3.41 -3.36 -0.72
C -3.72 -3.33 0.64
C -4.52 -4.31 1.21
P -2.39 -1.95 -1.30
C -2.14 -2.39 -3.07
C -1.29 -3.47 -3.32
C -0.95 -3.82 -4.62
C -1.45 -3.09 -5.69
C -2.28 -2.01 -5.45
C -2.63 -1.66 -4.15
C -3.68 -0.65 -1.49
C -5.02 -0.92 -1.55
C -5.94 0.09 -1.91
C -5.49 1.33 -2.26
C -4.11 1.64 -2.18
C -3.63 2.92 -2.59
C -2.29 3.19 -2.51
C -1.40 2.25 -1.92
C -1.82 1.02 -1.48
C -3.19 0.67 -1.71
H -5.63 -6.12 0.87
H -5.04 -6.22 -1.53
H -3.64 -4.47 -2.55
H -3.34 -2.52 1.25
H -4.75 -4.26 2.27
H -0.87 -4.02 -2.49
H -0.28 -4.65 -4.79
H -1.16 -3.34 -6.70
H -2.65 -1.41 -6.27
H -3.26 -0.80 -3.97
H -5.38 -1.92 -1.37
H -7.00 -0.14 -1.95
H -6.18 2.10 -2.60
H -4.33 3.65 -2.96
H -1.91 4.15 -2.83
H -0.36 2.54 -1.81
C 1.02 0.43 4.72
Si 2.45 1.27 3.81
C 3.82 -0.03 3.93
C 3.11 2.67 4.92
Ge 1.80 1.85 1.48
Si -0.43 2.63 2.19
C -0.06 3.62 3.76
C -1.21 3.91 1.05
C -1.81 1.48 2.68
Si 2.77 3.96 0.86
C 2.54 5.34 2.14
C 2.13 4.75 -0.72
C 4.63 3.75 0.69
H 1.39 -0.32 5.42
H 0.35 -0.08 4.02
H 0.40 1.13 5.29
H 3.95 -0.30 4.98
H 4.78 0.33 3.55
H 3.56 -0.93 3.38
H 3.42 2.26 5.89
H 2.37 3.44 5.11
H 3.98 3.15 4.46
H 0.86 4.20 3.70
H 0.02 2.98 4.63
H -0.89 4.31 3.91
H -0.48 4.44 0.43
H -1.74 4.64 1.66
H -1.92 3.44 0.37
H -1.64 1.06 3.67
H -1.95 0.63 2.01
H -2.74 2.06 2.70
H 1.51 5.69 2.16
H 3.18 6.18 1.88
H 2.80 5.02 3.15
H 1.06 4.96 -0.66
H 2.29 4.09 -1.56
H 2.65 5.70 -0.90
H 5.06 3.29 1.58
H 5.12 4.72 0.53
H 4.84 3.10 -0.17
O 0.25 -1.10 -2.14
N 1.58 -1.28 -2.47
C 2.30 -0.08 -2.89
C 3.51 -0.53 -3.68
C 4.01 -1.77 -3.58
C 3.35 -2.80 -2.82
C 2.11 -2.49 -2.33
H 1.60 0.49 -3.52
H 3.95 0.19 -4.36
H 4.90 -2.02 -4.14
H 3.77 -3.78 -2.69
H 1.47 -3.21 -1.84
```

Mulliken atomic charge list, values in e, 99 entries:
1. Bi 1.12
2. Br -0.26
3. C 0.34
4. C 0.17
5. Br -0.24
6. C 0.27
7. Br -0.22
8. C -0.85
9. O 0.62
10. C -0.84
11. O -0.39
12. C 0.11
13. Br -0.21
14. N -0.24
15. C 0.25
16. O -0.90
17. C -0.84
18. C -0.96
19. H 0.33
20. H 0.48
21. H 0.59
22. H -0.43
23. H 0.93
24. H 0.26
25. C -0.66
26. C -0.69
27. C -0.33
28. C -0.40
29. C 0.09
30. C -0.75
31. P 1.30
32. C 0.19
33. C -0.39
34. C -0.80
35. C -0.60
36. C -0.64
37. C -0.68
38. C 0.12
39. C -0.33
40. C -1.01
41. C -0.84
42. C 1.66
43. C -0.97
44. C -1.03
45. C -0.64
46. C 0.99
47. C -1.58
48. H 0.35
49. H 0.40
50. H 0.37
51. H 0.23
52. H 0.41
53. H 0.60
54. H 0.41
55. H 0.32
56. H 0.38
57. H 0.24
58. H 0.45
59. H 0.37
60. H 0.35
61. H 0.32
62. H 0.38
63. H 0.35
64. C -0.70
65. Si 1.17
66. C -1.35
67. C -1.41
68. Ge 1.26
69. Si 1.34
70. C -1.07
71. C -0.85
72. C -0.68
73. Si 1.06
74. C -1.39
75. C -0.83
76. C -1.28
77. H 0.48
78. H -0.25
79. H 0.41
80. H 0.42
81. H 0.30
82. H 0.32
83. H 0.37
84. H 0.36
85. H 0.27
86. H -0.01
87. H 0.27
88. H 0.50
89. H -0.19
90. H 0.62
91. H 0.12
92. H 0.37
93. H -0.35
94. H 0.50
95. H 0.29
96. H 0.44
97. H 0.25
98. H 0.27
99. H -0.04

No. 3
This record from OMol25 describes a structure of composition C45H55BCl3GeN8O3Tc. The level of theory is ωB97M-V/def2-TZVPD.

Computed properties:
- total energy (eV) = -162584.5216
- F_max (eV/Å) = 0.9
- total charge = -1
- orbital gap (spin up / spin down) (eV) = 6.1568 / 6.2516
- <S²> = 0.7693
- spin multiplicity = 2

Structure (XYZ):
```
117
C45H55BCl3GeN8O3Tc | OMol25 | ωB97M-V/def2-TZVPD
Tc -0.33 -0.72 0.28
C 4.48 -2.36 0.94
C 3.35 -1.64 0.22
C 3.69 -1.38 -1.25
C 3.00 -0.35 0.90
C 3.87 0.52 1.58
C 3.07 1.58 1.96
N 1.82 1.35 1.54
N 1.77 0.17 0.87
B 0.71 2.40 1.51
N 0.60 3.03 0.10
C 0.31 4.32 -0.18
C 0.34 4.48 -1.54
C 0.70 3.20 -2.03
N 0.84 2.35 -1.03
C 0.94 2.77 -3.46
C 2.05 3.62 -4.09
C 1.30 1.29 -3.53
N -0.64 1.84 2.01
C -1.39 2.41 2.96
C -2.56 1.70 3.08
C -2.45 0.66 2.15
N -1.28 0.76 1.51
C -3.49 -0.38 1.83
C -4.85 0.02 2.41
C -3.14 -1.79 2.29
H 4.66 -3.33 0.47
H 4.24 -2.50 1.99
H 5.42 -1.79 0.86
H 2.46 -2.27 0.25
H 4.56 -0.72 -1.34
H 2.85 -0.90 -1.76
H 3.92 -2.32 -1.77
H 4.91 0.37 1.79
H 3.30 2.48 2.50
H 0.99 3.29 2.28
H 0.10 5.02 0.62
H 0.14 5.38 -2.11
H 0.02 2.95 -4.03
H 2.98 3.48 -3.54
H 1.80 4.69 -4.06
H 2.21 3.34 -5.13
H 2.25 1.12 -3.02
H 1.40 0.97 -4.57
H 0.56 0.68 -3.03
H -1.04 3.30 3.47
H -3.39 1.90 3.74
H -3.59 -0.41 0.74
H -5.61 -0.68 2.07
H -5.14 1.03 2.11
H -4.83 -0.03 3.50
H -3.01 -1.83 3.37
H -2.21 -2.14 1.84
H -3.94 -2.48 2.00
Cl -0.76 -3.89 4.41
C 0.23 -2.41 4.58
Cl 1.48 -2.72 5.79
Cl -0.80 -1.08 5.13
C 0.85 -2.09 3.14
O 2.04 -2.36 2.99
O -0.02 -1.62 2.36
C -0.81 -2.81 -2.91
N -0.72 -3.89 -1.94
C -1.33 -5.14 -2.33
C -1.44 -6.08 -1.15
C -0.09 -6.16 -0.48
N 0.35 -4.84 -0.09
C 1.19 -4.73 1.10
C 0.06 -3.73 -0.82
O 0.48 -2.63 -0.48
H -1.85 -2.64 -3.18
H -0.25 -3.07 -3.82
H -0.40 -1.90 -2.49
H -0.74 -5.61 -3.13
H -2.31 -4.91 -2.75
H -1.77 -7.06 -1.49
H -2.18 -5.70 -0.44
H 0.64 -6.63 -1.15
H -0.13 -6.77 0.42
H 0.66 -5.10 1.98
H 1.48 -3.70 1.27
H 2.11 -5.33 0.97
C -1.48 -0.43 -0.92
Ge -2.95 0.32 -1.91
C -2.60 0.95 -3.74
C -1.67 0.36 -4.60
C -1.51 0.81 -5.90
C -2.27 1.87 -6.37
C -3.20 2.47 -5.53
C -3.36 2.01 -4.23
C -3.69 1.85 -0.94
C -5.04 1.92 -0.59
C -5.54 3.02 0.11
C -4.68 4.04 0.49
C -3.33 3.97 0.16
C -2.84 2.88 -0.55
C -4.30 -1.10 -2.08
C -4.02 -2.36 -1.53
C -4.93 -3.40 -1.64
C -6.14 -3.21 -2.30
C -6.43 -1.97 -2.85
C -5.51 -0.93 -2.75
H -1.05 -0.46 -4.24
H -0.77 0.34 -6.54
H -2.14 2.23 -7.39
H -3.80 3.30 -5.89
H -4.07 2.51 -3.58
H -5.72 1.11 -0.86
H -6.59 3.06 0.37
H -5.06 4.89 1.04
H -2.65 4.76 0.46
H -1.78 2.84 -0.79
H -3.09 -2.50 -0.99
H -4.70 -4.37 -1.19
H -6.85 -4.02 -2.38
H -7.37 -1.81 -3.37
H -5.75 0.03 -3.20
```

Mulliken atomic charge list, values in e, 99 entries:
1. Tc -0.22
2. C -1.90
3. C 3.21
4. C -1.40
5. C -0.74
6. C -1.49
7. C -0.74
8. N -0.56
9. N 2.20
10. B -0.01
11. N 0.51
12. C -0.52
13. C -1.61
14. C 0.19
15. N -0.03
16. C 1.48
17. C -1.80
18. C -1.04
19. N -0.71
20. C -0.91
21. C -0.99
22. C -0.66
23. N 1.91
24. C 3.34
25. C -2.23
26. C -1.00
27. H 0.41
28. H 0.36
29. H 0.40
30. H -1.68
31. H 0.40
32. H -0.11
33. H 0.43
34. H 0.44
35. H 0.49
36. H -0.26
37. H 0.65
38. H 0.43
39. H -0.14
40. H 0.36
41. H 0.38
42. H 0.46
43. H 0.55
44. H 0.43
45. H -0.42
46. H 0.57
47. H 0.53
48. H -1.81
49. H 0.41
50. H 0.43
51. H 0.42
52. H 0.46
53. H -0.50
54. H 0.41
55. Cl -0.18
56. C 0.82
57. Cl -0.17
58. Cl -0.14
59. C -1.04
60. O -0.57
61. O 0.30
62. C -0.48
63. N 0.50
64. C -0.71
65. C -0.64
66. C -0.85
67. N 0.35
68. C -0.03
69. C -0.34
70. O 0.08
71. H 0.39
72. H 0.41
73. H -0.61
74. H 0.35
75. H 0.41
76. H 0.42
77. H 0.19
78. H 0.26
79. H 0.46
80. H 0.28
81. H -0.63
82. H 0.27
83. C 1.59
84. Ge 1.51
85. C 0.45
86. C -0.10
87. C -0.52
88. C -0.72
89. C -0.67
90. C -0.60
91. C 0.14
92. C -0.60
93. C -0.67
94. C -0.70
95. C -0.43
96. C 0.27
97. C -0.26
98. C 0.27
99. C -1.19

No. 4
This record from OMol25 describes a cluster of 12 separate species, C45H55Cl10N7 in total in a non-equilibrium geometry. The level of theory is ωB97M-V/def2-TZVPD.

Computed properties:
- total energy (eV) = -183208.4956
- F_max (eV/Å) = 3.2
- total charge = 0
- orbital gap (eV) = 9.5122
- SMILES string = c1ccncc1.c1ccncc1.c1ccncc1.c1ccncc1.c1ccncc1.c1ccncc1.c1ccncc1.ClCCCl.ClCCCl.ClCCCl.ClCCCl.ClCCCl
- spin multiplicity = 1

Structure (XYZ):
```
117
C45H55Cl10N7 | OMol25 | ωB97M-V/def2-TZVPD
Cl -11.13 -0.24 -2.20
C -10.63 -1.16 -0.75
C -9.23 -1.60 -1.03
Cl -9.07 -2.97 -2.17
H -11.28 -2.03 -0.64
H -10.73 -0.46 0.07
H -8.74 -1.84 -0.09
H -8.68 -0.75 -1.42
Cl 0.39 -0.16 -0.52
C -0.15 1.46 -0.43
C -1.44 1.64 -1.37
Cl -2.62 0.36 -0.94
H 0.63 2.11 -0.82
H -0.43 1.66 0.60
H -1.11 1.53 -2.40
H -1.93 2.61 -1.24
Cl -5.37 6.51 -0.28
C -7.00 6.42 0.40
C -7.81 5.63 -0.63
Cl -8.12 6.63 -2.06
H -7.43 7.42 0.53
H -6.90 5.79 1.28
H -8.78 5.36 -0.22
H -7.29 4.72 -0.94
Cl 5.45 -2.67 -6.84
C 4.33 -3.16 -5.57
C 3.20 -2.09 -5.53
Cl 3.74 -0.46 -5.13
H 4.81 -3.16 -4.60
H 3.95 -4.17 -5.74
H 2.52 -2.34 -4.72
H 2.56 -2.11 -6.41
Cl -6.02 2.97 7.40
C -4.75 3.56 6.30
C -4.32 2.51 5.17
Cl -5.74 2.05 4.23
H -3.94 3.91 6.93
H -5.11 4.45 5.78
H -3.95 1.65 5.73
H -3.54 3.00 4.58
N 5.54 -4.94 1.17
C 6.86 -5.35 1.06
C 7.62 -5.43 2.17
C 7.03 -5.28 3.40
C 5.73 -4.74 3.51
C 4.99 -4.55 2.32
H 7.30 -5.60 0.11
H 8.61 -5.83 2.10
H 7.56 -5.64 4.27
H 5.31 -4.57 4.49
H 3.96 -4.24 2.27
N -2.90 -3.30 6.54
C -2.21 -3.33 5.38
C -2.72 -3.44 4.13
C -4.06 -3.69 4.03
C -4.83 -3.76 5.16
C -4.27 -3.43 6.38
H -1.17 -3.07 5.52
H -2.14 -3.46 3.22
H -4.46 -3.71 3.02
H -5.89 -3.94 5.07
H -4.79 -3.50 7.33
N 2.40 6.72 -0.98
C 1.44 7.42 -1.64
C 1.52 7.78 -2.99
C 2.68 7.50 -3.65
C 3.69 6.81 -3.02
C 3.50 6.43 -1.67
H 0.54 7.72 -1.13
H 0.74 8.37 -3.46
H 2.74 7.85 -4.67
H 4.59 6.51 -3.53
H 4.22 5.83 -1.13
N -1.02 -5.99 -4.34
C -0.42 -6.84 -5.21
C 0.76 -7.54 -4.85
C 1.20 -7.50 -3.55
C 0.64 -6.57 -2.67
C -0.45 -5.83 -3.12
H -0.95 -6.97 -6.14
H 1.30 -8.20 -5.52
H 2.07 -8.07 -3.27
H 0.94 -6.46 -1.64
H -0.90 -5.09 -2.47
N -2.62 1.92 -7.04
C -3.66 2.59 -6.46
C -4.87 1.99 -6.11
C -5.03 0.62 -6.29
C -4.01 -0.13 -6.81
C -2.82 0.56 -7.20
H -3.48 3.63 -6.25
H -5.62 2.64 -5.69
H -5.97 0.20 -5.96
H -4.21 -1.19 -6.91
H -2.08 -0.01 -7.75
N 9.96 0.51 -0.49
C 8.60 0.30 -0.64
C 7.84 -0.02 0.45
C 8.40 -0.03 1.75
C 9.78 0.15 1.89
C 10.53 0.53 0.75
H 8.11 0.20 -1.60
H 6.79 -0.19 0.29
H 7.73 -0.19 2.58
H 10.20 0.08 2.89
H 11.60 0.65 0.86
N 1.69 2.83 5.74
C 1.78 1.79 6.62
C 3.02 1.20 7.02
C 4.16 1.66 6.43
C 4.12 2.71 5.52
C 2.86 3.24 5.20
H 0.82 1.51 7.04
H 2.93 0.40 7.75
H 5.12 1.20 6.65
H 5.02 2.98 4.99
H 2.70 4.00 4.44
```

Mulliken atomic charge list, values in e, 99 entries:
1. Cl -0.19
2. C -0.38
3. C -0.44
4. Cl -0.18
5. H 0.30
6. H 0.28
7. H 0.30
8. H 0.32
9. Cl -0.15
10. C -0.39
11. C -0.44
12. Cl -0.20
13. H 0.28
14. H 0.29
15. H 0.30
16. H 0.30
17. Cl -0.18
18. C -0.37
19. C -0.47
20. Cl -0.18
21. H 0.33
22. H 0.25
23. H 0.29
24. H 0.33
25. Cl -0.18
26. C -0.34
27. C -0.47
28. Cl -0.17
29. H 0.27
30. H 0.28
31. H 0.26
32. H 0.35
33. Cl -0.18
34. C -0.53
35. C -0.33
36. Cl -0.19
37. H 0.34
38. H 0.31
39. H 0.27
40. H 0.30
41. N -0.56
42. C -0.18
43. C -0.35
44. C -0.15
45. C -0.35
46. C -0.28
47. H 0.36
48. H 0.36
49. H 0.36
50. H 0.38
51. H 0.41
52. N -0.54
53. C -0.23
54. C -0.31
55. C -0.16
56. C -0.39
57. C -0.24
58. H 0.39
59. H 0.38
60. H 0.37
61. H 0.33
62. H 0.41
63. N -0.55
64. C -0.19
65. C -0.31
66. C -0.19
67. C -0.39
68. C -0.16
69. H 0.36
70. H 0.36
71. H 0.35
72. H 0.35
73. H 0.38
74. N -0.56
75. C -0.24
76. C -0.32
77. C -0.29
78. C -0.32
79. C -0.19
80. H 0.39
81. H 0.36
82. H 0.37
83. H 0.38
84. H 0.40
85. N -0.55
86. C -0.18
87. C -0.33
88. C -0.21
89. C -0.32
90. C -0.26
91. H 0.38
92. H 0.36
93. H 0.37
94. H 0.35
95. H 0.38
96. N -0.52
97. C -0.19
98. C -0.26
99. C -0.32

> The lowest F_max belongs to which entry?

C45H55BCl3GeN8O3Tc

> Which formula does entry 1 have?

C45H53BCaIN9P2Se3Si

> F_max of number 3 (C45H55BCl3GeN8O3Tc)?

0.9 eV/Å